[1]
80
Properties=species:S:1:pos:R:3:forces:R:3:mulliken_charge:R:1 method="wB97M-V/def2-TZVPD" e_homo_ev=-16.002 charge=+3 de_lowest_ev=3.967 e_lumo_ev=-6.832
C 5.668615 0.746704 -2.731598 -1.9 -1.6 -0.3 -1.2958
C 4.186963 0.302245 -2.607030 -1.5 1.3 -0.6 0.6494
C 3.550008 -0.383676 -3.856633 -0.5 0.3 1.0 -0.7234
O 2.275627 -1.067342 -3.554650 1.0 1.2 0.2 -0.4049
C 1.094311 -0.203562 -3.339607 1.2 -0.9 -0.8 -0.1643
N 3.957340 -0.544590 -1.423293 1.9 0.0 0.1 0.1073
H 4.607307 -1.317594 -1.433408 0.1 -0.8 0.0 0.4016
H 4.237004 0.008795 -0.626015 -0.5 0.0 0.7 0.3529
H 3.026426 -0.919022 -1.307890 -1.1 -0.4 0.2 0.0437
H 5.745435 1.333852 -3.646725 0.3 0.2 0.3 0.3968
H 6.146788 -0.219820 -2.890564 0.9 0.3 0.0 0.4197
H 5.995544 1.240880 -1.816720 0.2 0.1 -0.3 0.3414
H 3.567947 1.165513 -2.362737 0.0 0.3 -0.2 -0.3893
H 4.326920 -1.049850 -4.231771 -0.7 -0.8 -0.1 0.3936
H 3.445490 0.387641 -4.619692 -0.3 0.1 -0.1 0.4121
H 0.919389 0.335045 -4.270952 0.0 0.4 0.1 0.4875
H 1.193206 0.443801 -2.468266 0.2 0.2 0.0 -0.1518
H 0.232843 -0.847578 -3.162973 0.3 -0.3 0.0 0.1095
C -4.026510 2.617796 -2.595188 -0.2 -0.5 0.2 -1.4834
C -3.288997 1.237627 -2.297263 -1.3 0.9 -0.9 0.1540
C -2.944881 0.511655 -3.654271 -0.2 1.4 1.7 -0.6227
O -2.630245 -0.788272 -3.398280 0.7 -1.9 -0.5 -0.3128
C -2.408505 -1.527267 -4.604730 0.0 -1.8 -0.8 -0.9733
N -2.057478 1.439446 -1.380186 -0.8 0.0 -0.9 -0.0516
H -2.344211 1.601037 -0.425316 -0.3 0.8 0.3 0.4341
H -1.436329 0.655630 -1.239114 0.5 -1.5 -0.4 0.1109
H -1.497322 2.190712 -1.756928 0.1 0.5 0.2 0.4125
H -4.408066 3.201087 -1.757160 0.9 -0.1 0.7 0.4353
H -5.018145 2.465510 -3.021280 0.2 -0.9 -0.5 0.4426
H -3.557342 3.305175 -3.299104 0.5 -0.2 0.1 0.3812
H -3.977142 0.641624 -1.697814 0.2 -0.2 -0.2 0.2348
H -2.080414 1.041433 -4.054403 0.0 0.3 -0.7 0.2857
H -3.819989 0.559181 -4.302372 0.0 0.5 -0.1 0.5256
H -1.653565 -1.188697 -5.314341 0.2 0.9 0.5 0.3623
H -3.260701 -1.801455 -5.226577 -1.0 1.3 0.2 0.3941
H -2.149306 -2.573621 -4.443301 0.6 0.2 1.2 0.3608
C 3.589083 4.565242 3.479087 0.2 0.1 -0.2 -1.4767
C 3.759334 3.546149 2.319240 -1.9 2.5 -0.2 0.4552
C 2.818711 3.988870 1.150219 -0.1 0.4 0.1 -1.1050
O 2.917708 3.200977 0.018558 -0.1 -1.1 -1.9 -0.2073
C 1.774585 3.288366 -0.890310 0.4 0.5 0.6 -0.8616
N 5.164387 3.743411 1.800890 0.7 -2.9 0.5 -0.2742
H 5.345788 4.318548 0.990701 -0.4 1.0 0.0 0.3349
H 5.824863 3.865422 2.555207 0.2 1.3 0.5 0.3820
H 5.527194 2.844993 1.515736 -0.2 -0.8 -0.8 0.3070
H 2.586309 4.992486 3.480702 -0.1 -0.4 0.3 0.3699
H 4.236027 5.437515 3.385783 0.1 0.0 -0.4 0.4303
H 3.859705 4.136681 4.444081 -0.4 -0.1 0.0 0.4069
H 3.537125 2.554750 2.714003 0.7 -0.2 -0.6 0.3704
H 3.141072 4.990764 0.866708 0.0 0.6 0.3 0.4366
H 1.756184 4.070983 1.379145 0.1 -0.1 1.0 0.4821
H 0.879376 2.935441 -0.378321 0.1 -0.6 0.0 0.2489
H 1.979585 2.790450 -1.838026 0.2 -0.5 0.5 0.2100
H 1.508665 4.294592 -1.214181 0.6 0.5 0.4 0.5187
C -4.345542 -2.303123 5.253433 0.2 -0.2 -0.8 -1.3248
C -4.620273 -3.001296 3.884552 0.7 0.3 0.6 0.2776
C -3.716575 -4.214665 3.600411 0.2 -1.7 -0.3 -0.7236
O -4.104531 -5.096858 2.494565 -0.8 0.9 0.7 -0.3761
C -3.311388 -6.296255 2.414028 1.6 0.3 0.4 -0.7295
N -6.048227 -3.405876 3.938006 -1.0 -0.4 -1.1 -0.2838
H -6.345946 -3.924055 4.752234 0.2 -0.1 0.8 0.3636
H -6.669642 -2.618485 3.819797 -0.2 0.6 0.4 0.3607
H -6.322757 -3.996098 3.165756 0.3 -0.7 -0.8 0.3427
H -4.716036 -1.278356 5.227364 0.1 0.0 -0.1 0.4114
H -3.270444 -2.280202 5.431591 -0.1 0.0 0.2 0.3373
H -4.873377 -2.777512 6.080745 0.3 -0.3 0.0 0.4107
H -4.554558 -2.224061 3.123182 0.0 -0.3 -0.3 0.3241
H -3.693470 -4.825284 4.503026 -0.1 -0.1 0.3 0.4101
H -2.676945 -3.925486 3.446637 0.0 0.5 -0.1 0.3086
H -3.447466 -7.053314 3.186321 -0.7 0.3 0.4 0.3249
H -2.268226 -5.993413 2.504600 0.3 0.1 0.1 0.2754
H -3.315624 -6.836193 1.467166 -0.9 0.7 -0.2 0.3036
C 0.662013 -1.597945 2.287300 0.0 -0.3 -3.7 0.4091
F 1.831979 -2.047430 2.747955 -1.2 0.2 0.2 -0.1814
F -0.308235 -2.571545 2.290788 1.3 1.1 0.6 -0.1886
F 0.249205 -0.527693 2.919337 -0.3 0.2 1.3 -0.2068
S 0.941435 -0.993313 0.412520 -0.4 -4.0 -0.1 1.3097
O 1.751506 -2.060290 -0.155782 0.1 -0.2 0.0 -0.8482
O -0.361010 -0.913850 -0.239611 -0.4 1.0 0.6 -0.7992
O 1.710417 0.196913 0.483011 0.7 2.9 0.6 -0.6117



[2]
76
Properties=species:S:1:pos:R:3:forces:R:3:mulliken_charge:R:1 method="wB97M-V/def2-TZVPD" smiles="NC(N)=O.NC(N)=O.CC(C)O.CC(C)O.CC(C)O.CC(C)O.CC(C)O" e_homo_ev=-8.958 charge=0 de_lowest_ev=8.043 e_lumo_ev=-0.115
C -3.370079 1.184961 2.052658 0.2 7.7 -3.9 0.5259
O -3.199079 2.360961 1.425658 0.2 -4.6 2.5 -0.6683
N -3.263079 1.096961 3.344658 1.8 1.6 4.0 -0.4559
N -3.867079 0.191961 1.410658 -2.4 -5.2 -1.1 -0.2801
H -2.743079 1.930961 3.695658 -0.9 -1.1 -0.1 0.2675
H -3.136079 0.256961 3.898658 -0.1 0.1 -0.6 0.2368
H -3.896079 0.167961 0.397658 -0.2 0.3 0.5 0.2106
H -4.431079 -0.531039 1.946658 1.3 1.2 -1.3 0.1947
C 1.800921 -2.690039 -4.548342 2.2 -4.5 -4.5 0.4333
O 2.349921 -3.366039 -5.611342 -2.7 3.6 5.0 -0.7373
N 1.009921 -3.308039 -3.675342 -0.9 0.6 1.6 -0.1721
N 2.021921 -1.443039 -4.236342 1.5 2.8 -1.5 -0.2134
H 0.771921 -4.225039 -3.788342 -0.3 -2.7 -0.8 0.1381
H 0.531921 -2.902039 -2.880342 0.5 0.5 -0.5 0.0097
H 2.455921 -0.943039 -5.023342 -0.2 0.0 1.0 0.2252
H 1.590921 -0.915039 -3.478342 0.1 -0.3 -0.5 0.2221
C -1.535079 -5.443039 -1.387342 1.6 0.6 1.2 -1.3122
C -1.959079 -4.285039 -0.446342 9.5 1.6 -4.4 0.6145
C -2.000079 -2.968039 -1.291342 0.7 0.0 -0.8 -0.1915
O -3.072079 -4.328039 0.037658 -12.0 -1.7 6.4 -0.5330
H -2.301079 -5.776039 -2.025342 -1.2 -0.3 -0.8 0.3955
H -1.157079 -6.296039 -0.792342 -0.1 0.3 -0.4 0.3730
H -0.723079 -5.017039 -2.003342 -0.1 -0.6 0.2 0.1158
H -1.228079 -4.304039 0.392658 0.7 0.6 -0.8 0.2464
H -1.068079 -2.735039 -1.781342 0.6 0.4 0.3 -0.6126
H -2.423079 -2.083039 -0.806342 0.4 -0.2 0.5 0.0144
H -2.635079 -3.061039 -2.177342 -0.4 -0.7 0.2 0.5110
H -3.136079 -4.442039 1.012658 0.1 -0.1 -1.3 0.4070
C 0.445921 0.290961 3.153658 0.8 1.1 1.4 -0.2935
C 0.364921 -1.117039 2.712658 -9.0 2.9 -0.5 0.3776
C -0.227079 -1.274039 1.309658 -0.7 0.1 -0.5 0.5372
O 1.343921 -1.833039 2.906658 11.3 -6.0 3.0 -0.4912
H 0.888921 0.911961 2.420658 0.4 0.8 -1.1 -0.2675
H 1.185921 0.452961 4.020658 -1.6 -0.4 -0.7 0.4000
H -0.579079 0.631961 3.315658 0.4 0.4 0.4 -0.0753
H -0.367079 -1.645039 3.348658 -1.7 0.9 0.1 0.1499
H 0.382921 -0.903039 0.481658 0.5 -0.4 0.3 -0.3785
H -1.098079 -0.625039 1.206658 -0.2 0.1 0.3 -0.1038
H -0.620079 -2.292039 1.098658 0.7 0.5 0.2 -0.4061
H 1.652921 -1.838039 3.891658 -0.8 0.1 -2.8 0.4214
C -0.115079 3.968961 1.381658 -2.2 -2.0 0.4 -0.9983
C 1.068921 4.326961 2.227658 -0.1 4.8 -7.6 0.9380
C 0.817921 5.722961 2.655658 1.2 2.4 0.0 -1.6968
O 1.161921 3.660961 3.272658 3.1 -6.4 8.9 -0.5075
H -0.997079 4.530961 1.721658 0.3 0.6 -0.6 0.4530
H -0.547079 2.996961 1.738658 0.9 0.0 -0.9 -0.0541
H -0.000079 3.987961 0.278658 0.0 0.1 0.8 0.2226
H 2.012921 4.197961 1.618658 -0.8 0.7 0.0 0.1448
H 0.411921 6.335961 1.873658 0.1 0.6 -0.5 0.4104
H 1.754921 6.143961 3.039658 -0.1 0.4 -0.1 0.4384
H 0.113921 5.791961 3.477658 -0.3 -0.5 0.1 0.3581
H 2.089921 3.804961 3.658658 -2.3 -0.5 -0.5 0.3949
C 2.651921 2.164961 -0.114342 -3.1 -0.7 -0.7 -0.6581
C 2.947921 0.670961 -0.054342 -3.4 0.3 -6.4 1.9072
C 3.771921 0.204961 -1.259342 0.7 0.9 -1.3 -1.5847
O 3.518921 0.242961 1.005658 2.9 -2.0 6.5 -0.6185
H 3.470921 2.782961 0.068658 1.4 1.0 0.6 0.6732
H 1.821921 2.281961 0.625658 0.9 0.5 -0.4 -0.4810
H 2.192921 2.518961 -1.113342 0.8 -0.9 1.4 0.0161
H 1.949921 0.159961 -0.061342 0.2 0.6 -0.9 -0.7942
H 4.037921 -0.851039 -1.296342 -0.8 -0.3 0.1 0.3772
H 4.787921 0.617961 -1.157342 -0.2 0.4 0.1 0.3906
H 3.382921 0.568961 -2.241342 0.2 -0.5 0.7 0.2075
H 3.176921 -0.647039 1.197658 0.5 0.5 0.3 0.5002
C -1.182079 1.445961 -1.188342 3.9 -0.7 -0.1 -0.9960
C -0.341079 0.343961 -1.987342 -8.9 -3.1 2.2 1.8568
C -1.342079 -0.226039 -3.078342 -0.8 -2.4 0.3 -1.5206
O 0.742921 0.646961 -2.562342 6.1 1.3 -2.4 -0.3609
H -1.054079 2.396961 -1.701342 -0.6 0.1 -0.3 0.4746
H -0.732079 1.618961 -0.195342 -0.4 -0.2 -0.2 0.0986
H -2.159079 1.077961 -1.125342 -1.4 0.0 0.2 0.2600
H -0.197079 -0.566039 -1.395342 0.1 0.4 0.7 -1.0810
H -2.413079 -0.452039 -2.771342 1.2 0.9 -0.1 0.3310
H -1.072079 -1.255039 -3.465342 0.4 0.9 0.6 0.2512
H -1.301079 0.316961 -3.987342 -0.3 1.2 -0.7 0.4333
H 0.801921 1.574961 -2.616342 0.6 1.8 -0.4 0.3785



[3]
81
Properties=species:S:1:pos:R:3:forces:R:3:mulliken_charge:R:1 method="wB97M-V/def2-TZVPD" e_homo_ev=-2.487 charge=-1 de_lowest_ev=1.888 e_lumo_ev=1.873
C 0.221098 0.260114 -0.686899 -0.6 1.5 0.1 -1.2594
C -0.738873 -0.789735 -0.095704 0.6 -1.8 -0.6 0.5125
C -1.934851 -0.129325 0.642484 0.4 0.9 -1.0 -1.2621
O -1.026442 -1.839388 -0.943335 -0.3 1.3 0.5 -0.9397
H 0.241435 1.119053 -0.016145 0.4 0.2 0.6 0.3069
H -0.134871 0.778818 -1.577026 -0.4 -0.5 -0.6 0.3355
H 1.258201 -0.005816 -0.891326 -0.1 -0.6 0.1 0.2952
H -0.164687 -1.181435 0.743909 0.7 -0.3 0.9 0.0767
H -2.434192 -0.807234 1.334738 -0.3 -0.1 -0.5 0.3033
H -2.540825 0.336903 -0.134384 -0.9 -0.5 -0.1 0.3068
H -1.649209 0.760334 1.203750 0.5 0.0 0.5 0.3275
C 6.968866 2.966957 -4.730213 0.6 -0.4 -1.3 -0.9501
S 6.988502 4.476810 -5.874208 -2.6 -1.8 -0.8 0.4751
O 6.127958 4.061517 -7.092957 1.8 0.6 1.8 -0.6147
C 5.846610 5.466897 -4.883633 0.4 0.7 -0.7 -0.8696
H 7.529129 2.975618 -3.795262 -0.4 0.8 0.2 0.3760
H 7.542311 2.231775 -5.294798 0.0 0.0 -0.4 0.3098
H 5.976462 2.521401 -4.661464 -0.2 0.6 0.2 0.3200
H 5.811234 6.458732 -5.334315 0.8 0.3 0.2 0.3187
H 6.283656 5.453127 -3.885177 -0.7 0.3 0.2 0.3177
H 4.795377 5.224749 -5.039811 0.2 -1.1 0.6 0.3170
C 5.754508 -3.106392 3.000850 0.8 0.6 -0.1 -0.8631
S 7.519911 -2.471199 2.773745 -0.8 -0.9 -0.9 0.4730
O 7.708025 -2.246595 1.282340 0.0 -0.6 1.7 -0.5965
C 8.478627 -4.017197 3.238696 0.1 0.5 -0.3 -0.8860
H 5.130900 -2.364820 2.501574 0.2 0.1 -0.1 0.3173
H 5.510878 -3.058759 4.062202 0.1 -0.2 0.0 0.3296
H 5.538162 -4.075177 2.550566 0.4 0.0 0.1 0.2840
H 8.508986 -4.321952 4.284796 -0.8 0.3 0.2 0.3573
H 9.520179 -3.741193 3.074109 0.0 0.0 -0.6 0.3030
H 8.168169 -4.853635 2.612533 0.1 0.2 -0.1 0.2812
C -0.136010 -2.174832 10.402392 -0.4 -0.7 -0.3 -0.9945
S 0.830531 -1.342344 9.006114 0.6 -1.0 0.4 0.4671
O 1.910840 -2.318647 8.584392 -1.4 0.9 0.3 -0.6015
C -0.472988 -1.255505 7.748458 -1.3 0.0 -0.5 -0.8817
H -0.913250 -2.866738 10.077966 0.1 0.0 -0.7 0.3308
H -0.670873 -1.544956 11.113218 0.4 0.7 -0.3 0.3585
H 0.517961 -2.822714 10.986061 0.6 0.4 -0.2 0.3445
H -1.437390 -1.133718 8.241629 0.0 -0.1 0.4 0.2875
H -0.603377 -2.077283 7.044334 0.5 -0.6 0.5 0.3457
H -0.455557 -0.409857 7.060941 0.9 0.4 0.4 0.3431
C 3.653119 -6.019605 -2.653194 0.1 0.3 -0.9 -0.8993
S 5.493388 -5.989151 -2.796413 1.2 -0.3 -0.3 0.4901
O 6.101152 -7.141520 -3.612554 -1.5 1.7 0.8 -0.6273
C 5.547677 -4.462783 -3.872102 -0.1 -1.0 0.1 -0.8839
H 3.284850 -6.942488 -2.205137 0.3 0.0 -0.1 0.3006
H 3.183750 -5.837660 -3.619984 0.1 -0.4 -0.2 0.3138
H 3.318409 -5.160943 -2.071172 0.4 0.0 0.4 0.3695
H 6.523571 -4.002752 -4.027361 0.2 -0.4 0.6 0.3179
H 4.877850 -3.727016 -3.427062 -0.2 -0.1 -0.4 0.3159
H 5.280838 -4.889080 -4.839145 -0.6 0.4 -0.1 0.3019
C -9.073168 -0.701545 2.881442 -0.8 0.7 -0.9 -0.8621
S -10.678291 0.219319 2.655117 0.0 0.2 0.0 0.4672
O -10.507403 1.724576 2.593334 0.4 -1.6 0.0 -0.5910
C -11.027200 -0.277693 0.933935 0.5 0.1 0.5 -0.8954
H -8.849126 -0.641979 3.946506 0.3 0.0 -0.3 0.2889
H -8.340363 -0.293646 2.185228 0.3 0.4 0.5 0.3181
H -9.216228 -1.717512 2.513389 -0.4 -0.1 0.5 0.3216
H -10.178001 0.052468 0.335634 -0.3 0.5 -0.2 0.3028
H -11.971182 0.239871 0.763267 0.2 0.0 -0.5 0.2860
H -11.109364 -1.349382 0.752738 -0.3 0.0 0.5 0.3631
C -6.146230 5.606778 2.739729 -0.7 0.6 0.1 -0.8798
S -6.614506 7.351451 3.222180 0.2 -1.4 -0.6 0.4850
O -5.427629 8.098148 2.737254 -0.3 0.6 -0.1 -0.5992
C -8.018143 7.531030 2.004775 0.6 -0.2 0.9 -0.8616
H -6.889741 4.902498 3.112941 -0.1 0.0 -0.2 0.3348
H -5.166933 5.345843 3.140952 -0.1 0.4 0.2 0.3152
H -6.091435 5.611563 1.651120 0.0 -0.1 0.0 0.2817
H -8.441974 8.525556 2.144032 0.4 0.1 -0.4 0.3058
H -8.820137 6.853904 2.298718 0.2 -0.3 -0.1 0.3294
H -7.617170 7.299447 1.018017 -0.2 0.3 0.0 0.2891
C 1.031092 0.085454 -7.430676 -0.1 -0.3 -0.2 -0.8847
S 0.025415 0.225092 -8.994778 -0.5 -2.0 0.6 0.4738
O -0.132661 -1.203804 -9.523851 0.3 1.9 0.6 -0.6172
C -1.571037 0.576288 -8.085226 1.1 -0.2 -0.4 -0.8716
H 1.967334 -0.455754 -7.567298 -0.2 -0.1 -0.7 0.3214
H 0.416391 -0.505923 -6.752059 0.1 0.2 0.2 0.2927
H 1.339288 1.042681 -7.010152 -0.5 0.2 -0.1 0.3433
H -2.397677 0.311124 -8.744356 0.2 0.2 -0.1 0.3204
H -1.533633 1.636578 -7.835253 -0.3 0.0 0.1 0.3183
H -1.600013 -0.055792 -7.197676 0.0 0.1 -0.1 0.3028